Entry 1:
The following is a quantum chemistry calculation of 2 unconnected molecules or ions with the total composition C5H11NO at a distorted geometry, from OMol25.

```
18
Properties=species:S:1:pos:R:3:nbo_charge:R:1
C -0.02342 2.34122 -0.69661 -0.74
C -1.18733 1.47888 -0.28868 0.53
C -1.41642 0.18282 -1.12632 0.03
N -0.85188 -0.11164 -2.21095 -0.56
O -1.89574 1.72413 0.65542 -0.50
H -0.03169 0.43989 -2.46026 0.34
H -2.40600 -0.23312 -0.95740 0.18
H 0.90216 1.76717 -0.66554 0.24
H -0.15929 2.70114 -1.71564 0.23
H 0.07208 3.18985 -0.02425 0.25
C 0.70491 -2.31333 1.57602 -0.60
C 1.03473 -1.05304 0.79271 -0.61
H 2.06753 -0.72901 0.90807 0.20
H 0.89755 -1.26928 -0.26624 0.21
H 0.91176 -2.17111 2.63531 0.20
H 1.34457 -3.13377 1.25769 0.20
H -0.38188 -2.56558 1.40044 0.20
H 0.41837 -0.24525 1.18623 0.20
```

Its spin multiplicity is 1.



Entry 2:
The following is a quantum chemistry calculation of a molecular structure, C5H7NO at a distorted geometry, from OMol25.

```
14
Properties=species:S:1:pos:R:3:nbo_charge:R:1
O 2.32506 -0.28018 0.02352 -0.52
C 1.74923 0.49206 -0.72187 0.36
C 0.10816 0.23041 -0.25860 -0.15
C -1.12013 -0.51108 -0.83695 -0.25
N -1.42885 -0.43054 0.62253 -0.38
C -0.93930 0.98099 0.59471 -0.25
C 0.42510 -0.79232 0.76846 -0.17
H 2.48761 1.03628 -1.37238 0.17
H -1.76756 0.08402 -1.50107 0.19
H -1.02144 -1.53798 -1.20218 0.20
H -1.57020 1.70104 0.04922 0.19
H -0.66709 1.36525 1.58251 0.20
H 0.78090 -0.51255 1.75973 0.21
H 0.63852 -1.82541 0.49237 0.21
```

Its spin multiplicity is 1.



Entry 3:
The following is a quantum chemistry calculation of 11 unconnected molecules or ions with the total composition C55H141N11O20 at a distorted geometry, from OMol25.

```
227
Properties=species:S:1:pos:R:3:mulliken_charge:R:1
C -6.65787 6.60905 -12.58184 -0.72
O -6.66760 7.88579 -13.32077 -0.35
C -5.34872 8.27544 -13.75803 -0.71
C -5.50846 9.14304 -15.10747 -0.64
N -5.93562 8.19602 -16.14635 -0.30
C -4.94303 8.22766 -17.26251 -0.63
C -5.36396 9.08657 -18.39274 -0.57
O -4.68210 10.34116 -18.37073 -0.33
C -5.35110 11.30003 -19.24764 -0.70
H -6.24361 6.65304 -11.57459 0.29
H -6.27606 5.80963 -13.21688 0.31
H -7.68991 6.28478 -12.44828 0.28
H -4.68749 7.43424 -13.96604 0.40
H -4.94007 8.89810 -12.96216 0.43
H -4.57916 9.69884 -15.23237 0.32
H -6.28063 9.89000 -14.92335 0.30
H -6.07298 7.30746 -15.68625 0.26
H -5.01694 7.21256 -17.65265 0.44
H -3.89000 8.44737 -17.08658 0.33
H -6.44770 9.16894 -18.47524 0.39
H -5.06999 8.57601 -19.30982 0.36
H -5.50320 10.79470 -20.20136 0.31
H -4.67877 12.14200 -19.41239 0.24
H -6.25971 11.61815 -18.73644 0.29
C 6.29256 13.84401 -14.41884 -0.74
O 6.33943 14.25261 -15.74577 -0.33
C 6.03707 13.35253 -16.76322 -0.62
C 4.49970 13.38747 -17.14406 -0.58
N 4.05214 14.69380 -17.76826 -0.41
C 3.75865 15.61438 -16.67288 -0.36
C 3.39544 17.04074 -17.15011 -0.70
O 2.01414 17.19775 -17.58276 -0.34
C 1.53959 16.27231 -18.54976 -0.71
H 6.63712 12.83448 -14.19474 0.34
H 5.26499 13.75593 -14.06609 0.29
H 6.74032 14.67261 -13.87014 0.25
H 6.31767 12.32820 -16.51807 0.40
H 6.66357 13.70141 -17.58414 0.30
H 3.88329 13.13667 -16.28079 0.28
H 4.24905 12.60730 -17.86282 0.48
H 3.18690 14.54704 -18.26818 0.16
H 4.64242 15.76543 -16.05302 0.42
H 3.05273 15.23924 -15.93189 0.32
H 4.08829 17.26280 -17.96175 0.35
H 3.52276 17.75525 -16.33686 0.33
H 1.67226 15.26702 -18.14989 0.24
H 1.99918 16.22843 -19.53716 0.33
H 0.45952 16.36331 -18.66500 0.31
C 0.25322 10.43673 -6.72151 -0.79
O 0.77545 9.79397 -7.83749 -0.20
C 2.00860 10.34954 -8.29827 -0.59
C 2.77284 9.40068 -9.33743 -0.80
N 1.86485 9.16378 -10.47462 -0.22
C 2.66138 8.73022 -11.63310 -0.70
C 1.89352 8.36648 -12.89354 -0.44
O 2.85124 8.10482 -13.91454 -0.31
C 2.29488 7.77789 -15.18613 -0.72
H -0.54908 11.13424 -6.96216 0.22
H 0.84381 11.01126 -6.00792 0.35
H -0.21546 9.61194 -6.18471 0.26
H 2.81145 10.50726 -7.57808 0.37
H 1.87711 11.34407 -8.72457 0.39
H 2.91945 8.44811 -8.82830 0.36
H 3.77442 9.73301 -9.61036 0.44
H 1.48627 10.07644 -10.68400 0.22
H 3.44437 8.02262 -11.36046 0.39
H 3.25066 9.57496 -11.98981 0.30
H 1.18531 9.14845 -13.16749 0.30
H 1.21639 7.52119 -12.77073 0.35
H 1.98845 8.75208 -15.56712 0.29
H 1.51333 7.01855 -15.15970 0.29
H 3.02679 7.37657 -15.88711 0.25
C -13.00811 1.45561 0.35190 -0.78
O -12.84672 2.14638 1.53337 -0.38
C -12.82739 3.57890 1.27206 -0.65
C -11.63410 4.11090 0.42277 -0.47
N -11.36474 5.49325 0.70236 -0.33
C -10.53529 6.04376 -0.36034 -0.68
C -9.17797 5.29087 -0.61247 -0.30
O -8.55627 6.26924 -1.41999 -0.33
C -7.61325 5.77565 -2.45999 -0.76
H -13.26656 0.41699 0.55820 0.29
H -12.08055 1.33130 -0.20692 0.27
H -13.66795 1.81943 -0.43572 0.34
H -12.89782 4.10712 2.22291 0.38
H -13.74837 3.85990 0.76122 0.34
H -12.00919 3.90972 -0.58070 0.34
H -10.71925 3.54046 0.58323 0.28
H -11.06318 5.55597 1.66424 0.28
H -10.40590 7.08809 -0.07618 0.39
H -11.13561 6.17869 -1.26007 0.24
H -9.36824 4.40886 -1.22399 0.34
H -8.52620 4.99839 0.21078 0.30
H -8.01237 5.13007 -3.24232 0.31
H -6.79538 5.20275 -2.02297 0.31
H -7.15719 6.62125 -2.97483 0.27
C 3.70967 21.12564 -27.76524 -0.72
O 4.11203 19.74641 -27.53963 -0.30
C 5.34234 19.64065 -26.82082 -0.53
C 5.60403 18.06925 -26.70452 -0.85
N 4.65089 17.38010 -25.77575 -0.42
C 4.96451 15.94971 -25.91299 -0.54
C 4.17603 15.22402 -24.84563 -0.57
O 3.09093 14.47111 -25.35909 -0.35
C 1.96376 14.32324 -24.55917 -0.71
H 3.85971 21.77868 -26.90552 0.31
H 2.67093 21.04783 -28.08630 0.23
H 4.36848 21.54154 -28.52756 0.28
H 5.25345 20.07367 -25.82449 0.32
H 6.14226 20.14018 -27.36736 0.38
H 6.53844 17.90061 -26.16922 0.53
H 5.74238 17.64491 -27.69894 0.37
H 5.00583 17.71065 -24.88983 0.26
H 6.02368 15.69512 -25.87492 0.39
H 4.66462 15.62547 -26.90950 0.38
H 3.78698 15.82383 -24.02285 0.35
H 4.74560 14.45741 -24.32027 0.33
H 1.66062 15.28565 -24.14689 0.31
H 2.24939 13.68219 -23.72516 0.30
H 1.14195 13.82770 -25.07605 0.24
C -1.42802 7.76814 1.93422 -0.76
O -0.73537 7.16494 0.91309 -0.35
C 0.60161 7.60675 0.76695 -0.30
C 1.42888 6.55838 0.03602 -0.72
N 2.91538 6.94955 -0.10532 -0.17
C 3.33177 7.99252 -1.08428 -0.59
C 4.92966 8.27167 -1.07841 -0.56
O 5.41223 8.70295 0.20497 -0.30
C 6.83172 8.67452 0.35168 -0.67
H -1.25275 7.24158 2.87237 0.29
H -2.50898 7.84657 1.81821 0.28
H -1.15385 8.81615 2.05514 0.32
H 1.06913 7.83195 1.72548 0.32
H 0.54659 8.52176 0.17720 0.24
H 1.08209 6.44926 -0.99157 0.26
H 1.35131 5.59677 0.54338 0.38
H 3.49786 6.18434 0.20333 0.20
H 2.61711 8.78541 -0.86370 0.35
H 2.98304 7.70780 -2.07697 0.30
H 5.09748 9.00830 -1.86411 0.34
H 5.40582 7.36100 -1.44180 0.37
H 7.27591 7.80584 -0.13429 0.32
H 6.95937 8.52568 1.42390 0.22
H 7.17789 9.64604 -0.00105 0.25
C -6.37091 -6.11316 -11.67273 -0.83
O -5.51505 -4.98553 -11.59287 -0.27
C -6.25174 -3.77680 -11.93271 -0.70
C -5.23386 -2.63509 -12.04075 -0.57
N -4.69219 -2.08490 -10.75042 -0.39
C -3.54433 -2.81751 -10.18742 -0.48
C -2.22360 -2.15631 -10.72809 -0.59
O -1.91932 -0.90238 -10.23570 -0.34
C -0.78290 -0.22682 -10.78479 -0.77
H -5.73834 -6.99025 -11.53611 0.26
H -7.03994 -6.31454 -12.50936 0.31
H -7.02305 -6.06875 -10.80047 0.33
H -7.01585 -3.59652 -11.17659 0.38
H -6.89414 -3.78419 -12.81326 0.43
H -5.65895 -1.76232 -12.53640 0.47
H -4.49781 -3.09527 -12.69996 0.25
H -4.39902 -1.12893 -10.89279 0.27
H -3.56520 -3.86225 -10.49752 0.28
H -3.53671 -2.79686 -9.09764 0.32
H -2.27307 -2.14525 -11.81691 0.36
H -1.42898 -2.82751 -10.40226 0.37
H -0.49543 0.45618 -9.98543 0.28
H -0.93435 0.41199 -11.65489 0.28
H 0.06749 -0.90339 -10.69989 0.33
C 5.99560 15.21711 -4.36986 -0.75
O 5.13131 15.88222 -3.41868 -0.28
C 4.97926 15.22016 -2.12462 -0.58
C 4.15474 16.08791 -1.18911 -0.83
N 2.70860 15.96662 -1.34650 -0.53
C 2.33181 16.49940 -2.67526 -0.33
C 0.85801 16.94835 -2.68593 -0.75
O 0.80174 18.32491 -2.36063 -0.31
C -0.42501 18.86095 -2.63763 -0.70
H 7.02552 15.53952 -4.21679 0.25
H 5.61006 15.46892 -5.35782 0.24
H 5.94345 14.13485 -4.25119 0.32
H 5.96745 15.16066 -1.66852 0.47
H 4.60718 14.19640 -2.08498 0.36
H 4.50648 17.11877 -1.23016 0.42
H 4.28301 15.81859 -0.14072 0.48
H 2.36580 16.65649 -0.69330 0.27
H 2.44782 15.73047 -3.43908 0.28
H 2.99281 17.33894 -2.89054 0.34
H 0.19015 16.42638 -2.00065 0.39
H 0.47522 16.69561 -3.67472 0.43
H -1.15919 18.05535 -2.62940 0.34
H -0.33228 19.33981 -3.61241 0.23
H -0.78010 19.60371 -1.92327 0.24
C 13.58507 -3.16037 -18.72630 -0.73
O 12.71800 -2.27673 -17.99609 -0.30
C 13.27837 -1.74249 -16.81266 -0.63
C 12.13860 -1.78117 -15.74802 -0.59
N 11.03119 -0.91279 -16.04678 -0.22
C 10.21636 -0.70755 -14.81362 -0.65
C 9.10100 0.35448 -15.14426 -0.67
O 9.66923 1.61884 -15.31122 -0.32
C 8.77924 2.63566 -15.59888 -0.73
H 13.06118 -3.66800 -19.53620 0.23
H 13.98387 -3.91851 -18.05229 0.31
H 14.35135 -2.51412 -19.15440 0.29
H 13.51099 -0.69121 -16.98232 0.32
H 14.16061 -2.24964 -16.42206 0.41
H 12.58663 -1.53906 -14.78430 0.41
H 11.83192 -2.82346 -15.66035 0.24
H 11.19793 0.00325 -16.43814 0.23
H 10.83899 -0.35233 -13.99248 0.35
H 9.80683 -1.68056 -14.54224 0.35
H 8.25398 0.35473 -14.45822 0.51
H 8.63819 0.06357 -16.08728 0.35
H 9.22275 3.62527 -15.70877 0.24
H 8.06077 2.73562 -14.78531 0.30
H 8.24302 2.40347 -16.51902 0.31
C -1.54808 14.28334 -10.89432 0.66
O -0.88763 13.57655 -11.60593 -0.66
N -1.78083 15.51644 -11.12246 -0.36
N -2.10662 13.90077 -9.81308 -0.36
H -2.30650 15.99051 -10.40202 0.14
H -1.71600 15.83743 -12.07790 0.23
H -2.52216 14.61481 -9.23207 0.14
H -1.96957 12.93565 -9.54879 0.21
O -1.40399 6.87565 -8.52874 -0.65
H -1.68452 7.49765 -7.85745 0.31
H -0.60732 7.26021 -8.89434 0.34
```

Its spin multiplicity is 1.



Entry 4:
The following is a quantum chemistry calculation of 2 unconnected molecules or ions with the total composition C3H9N3 at a distorted geometry, from OMol25.

```
15
Properties=species:S:1:pos:R:3:nbo_charge:R:1
C 1.93652 0.21887 -0.40748 -0.05
C -1.06816 -0.53451 1.33691 -0.35
C -1.05462 -1.03913 -0.97016 -0.45
N 1.69278 0.89797 0.62758 -0.60
N -1.05708 1.24770 -0.30100 -0.59
N -1.02651 -0.11089 0.06454 -0.06
H 2.47223 -0.67094 -0.47901 0.15
H 1.43258 0.47197 -1.29569 0.13
H -1.30216 0.16684 2.13855 0.19
H -0.99312 -1.56750 1.51320 0.19
H -0.99831 -0.48821 -1.95588 0.16
H -0.86866 -2.03943 -0.88562 0.20
H 2.18786 0.37905 1.33841 0.33
H -0.51593 1.23138 -1.12662 0.37
H -0.83742 1.83684 0.40228 0.38
```

Its spin multiplicity is 1.



E_LUMO across the listed records, respectively: 0.0014; 0.0296; 0.0046; 0.0353 Ha.
Frontier orbital gap across the listed records, respectively: 9.69; 9.28; 8.35; 7.62 eV.
ΔE to the lowest compared entry with this formula, charge and spin across the listed records, respectively: 42.7; 136.9; 81.9; 122.8 kcal per mole.